Record 1
ORCA calculation (ωB97M-V/def2-TZVPD) on a cluster of 2 separate species, CH4O2S in total in a non-equilibrium geometry.

Structure (ORCA input):
```
! wB97M-V def2-TZVPD RIJCOSX def2/J DEFGRID3
* xyz 0 1
S 0.9983 -0.2811 -0.5882
O 1.0095 0.7643 -1.5574
O 0.9442 -1.5788 -1.2074
C -1.2305 0.2488 0.8316
H -1.1528 -0.0262 1.7907
H -1.5156 -0.4739 0.1052
H 2.2844 0.0675 0.2801
H -1.3375 1.2794 0.3455
*
```

Output
E_tot = -588.9971 Eh
Kohn-Sham gap (alpha / beta) = 7.766 / 8.649 eV
LUMO level (alpha / beta) = -1.87 / -0.99 eV
HOMO (alpha / beta) = -9.633 / -9.644 eV
Energy relative to the best compared isomer or geometry (same formula, charge and spin) = 448.54 kJ/mol

---

Record 2
ORCA calculation (ωB97M-V/def2-TZVPD) on a structure of composition C43H46CeN7O5S6 in a non-equilibrium geometry.

Structure (ORCA input):
```
! wB97M-V def2-TZVPD RIJCOSX def2/J DEFGRID3
* xyz 0 2
Ce 0.1880 -0.5160 1.0819
S 5.5943 4.3220 3.7648
S 3.8157 3.3664 1.5811
S 1.8371 1.5959 0.2829
S -1.1845 -3.6371 2.7803
S 3.9447 1.8737 4.0540
S 1.9993 -0.1890 3.2632
O -0.8561 -0.0509 -3.8623
O 0.3261 -0.0344 -1.8616
O -1.4572 0.5145 2.2809
O -3.4898 1.4592 2.4740
O -0.8354 -2.3884 1.9685
N 3.8068 -4.4332 0.5001
N -1.8922 -0.2544 -0.3260
N -2.6746 -3.1612 -3.1435
N -0.6613 -2.0320 -2.7016
N 2.0511 -2.6246 0.9898
N 3.9802 2.1641 -8.2872
N -1.7731 -3.1046 -0.9613
C 2.2341 2.0240 -5.2414
C -4.1086 0.8763 -0.2234
C 2.9127 -0.5499 -4.4733
C -2.8787 0.5535 0.4061
C -4.9360 -4.3206 4.0571
C -0.2073 -2.1226 4.8649
C -2.8574 -3.3764 3.3346
C 0.4184 -1.9767 6.0934
C -0.0120 -2.5812 -3.9096
C 0.8341 -3.0937 6.8094
C 3.4702 -4.4258 1.9253
C 3.4261 -0.0341 -5.6492
C 3.0733 1.2551 -6.0456
C 3.5753 1.7713 -7.2855
C -5.4503 -3.0360 4.2294
C -4.2842 0.6808 -1.5503
C 3.3540 -2.0191 0.6197
C 4.5172 3.2535 3.1661
C -1.7527 -2.8084 -2.2080
C -2.0158 -0.1658 -1.7601
C 2.2802 -3.4709 2.1865
C -4.1683 -3.6547 -1.3031
C 2.7982 1.9446 1.6621
C -3.1541 0.2393 -2.3357
C -0.9822 -3.3311 -4.8401
C 1.7456 1.5057 -4.0565
C 2.5990 -4.6832 -0.2807
C -0.7980 -0.5842 -2.5743
C -0.4043 -3.4094 4.3565
C 4.3339 -3.1182 0.1450
C -2.9032 -3.9033 -0.4906
C -3.6383 -4.4994 3.6119
C -3.3612 -2.0851 3.4972
C -2.5613 0.8460 1.7082
C -4.6604 -1.9247 3.9522
C 1.6261 -0.3832 -2.3574
C -2.3932 -2.8495 -4.5363
C -0.0036 -4.5416 5.0731
C 1.5872 -3.5242 -0.0888
C 0.6143 -4.3762 6.2974
C -3.8624 -3.9125 -2.7688
C 2.8589 1.2326 2.8400
C 2.0603 0.2072 -3.6743
H -0.1693 -5.5314 4.6615
H -5.0586 -0.9261 4.0843
H -3.7093 -4.9843 -2.9427
H -0.9374 -4.4058 -4.6545
H 1.9796 3.0297 -5.5485
H 2.3043 0.0094 -1.6012
H -3.0777 -3.6652 0.5601
H 5.3127 -2.9967 0.6120
H 0.4385 -1.7544 -4.4479
H 0.5977 -3.8907 0.1844
H 1.3336 -2.9677 7.7613
H 3.1765 -1.5573 -4.1706
H -2.7415 -1.2295 3.2647
H 3.2256 -5.4438 2.2334
H -5.2096 0.9397 -2.0444
H 0.5979 -0.9811 6.4796
H -5.5550 -5.1836 4.2682
H 1.4650 -2.9425 -1.0043
H -4.4761 -2.6128 -1.1736
H -0.9882 0.9011 -3.7809
H -3.2244 -5.4936 3.4833
H 4.4784 -3.0881 -0.9378
H -2.0321 -1.2504 -0.0864
H 1.7231 -1.4693 -2.3912
H 4.0962 -0.6183 -6.2655
H -0.7187 -3.1549 -5.8837
H 2.4518 -2.8286 3.0487
H -3.0709 1.6526 3.3208
H 4.3595 -4.1156 2.4769
H -0.5261 -1.2543 4.3031
H 1.1298 2.1156 -3.4071
H 2.1759 -5.6363 0.0425
H -4.6889 -3.5760 -3.3973
H -3.2301 0.2739 -3.4151
H 0.9341 -5.2471 6.8557
H -4.9818 -4.2976 -0.9674
H 3.7279 -1.5106 1.5070
H -2.6251 -4.9624 -0.5434
H -3.1388 -3.3371 -5.1613
H 3.1963 -1.2671 -0.1556
H 0.7899 -3.2553 -3.5909
H -2.4454 -1.7703 -4.7035
H 1.3717 -4.0427 2.3641
H -4.8793 1.3295 0.3873
H -6.4669 -2.9018 4.5763
H 2.8839 -4.7876 -1.3302
*
```

Output
E_tot = -5289.9903 Eh
Kohn-Sham gap (alpha / beta) = 5.572 / 5.573 eV
LUMO level (alpha / beta) = -0.47 / -0.47 eV
HOMO (alpha / beta) = -6.041 / -6.041 eV